Density functional theory data (ωB97M-V/def2-TZVPD) for a structure of composition C32H31F5N3O4S2SeW.

Last column: Mulliken charge in e.
Geometry (Å):
W: 0.816 0.368 -0.156  2.6542
O: 0.171 1.935 1.116  -0.5608
S: 0.780 3.377 1.140  0.0630
C: 0.272 4.211 -0.385  -0.1765
C: -1.182 4.618 -0.532  -1.4104
C: -2.135 3.433 -0.615  0.4938
C: -2.083 2.697 -1.954  -0.7720
S: -2.305 0.920 -1.854  -0.1872
O: -1.075 0.404 -1.121  -0.5938
C: -3.658 0.845 -0.720  0.4040
C: -4.923 0.954 -1.284  -0.6384
C: -6.030 0.955 -0.449  -0.6302
C: -5.860 0.830 0.923  -0.7800
C: -4.589 0.702 1.465  -0.5747
C: -3.469 0.704 0.646  0.5972
C: -0.196 4.214 2.350  0.5453
C: -1.366 3.659 2.846  0.0794
C: -2.098 4.387 3.773  -0.7775
C: -1.661 5.639 4.182  -0.5316
C: -0.481 6.172 3.682  -0.6923
C: 0.271 5.454 2.765  -0.4664
H: 0.602 3.516 -1.164  -0.0713
H: 0.952 5.065 -0.439  0.6832
H: -1.250 5.252 -1.421  0.4892
H: -1.474 5.256 0.304  0.3913
H: -3.157 3.768 -0.436  0.5314
H: -1.900 2.738 0.191  -0.6712
H: -1.129 2.800 -2.481  0.4742
H: -2.858 3.033 -2.646  0.5843
H: -5.049 1.029 -2.357  0.4516
H: -7.021 1.040 -0.871  0.4289
H: -6.726 0.824 1.571  0.4205
H: -4.478 0.607 2.537  0.4829
H: -2.466 0.608 1.048  -0.1083
H: -1.687 2.679 2.521  0.3045
H: -3.010 3.974 4.180  0.4514
H: -2.238 6.199 4.905  0.4154
H: -0.136 7.140 4.019  0.4316
H: 1.205 5.856 2.394  0.4426
O: 1.250 -0.981 -1.609  -0.5703
N: 2.104 -2.023 -1.642  0.4354
C: 2.587 -2.588 -0.527  0.0863
C: 3.464 -3.650 -0.637  -1.0549
C: 3.835 -4.108 -1.890  -0.1480
C: 3.313 -3.495 -3.022  -0.7841
C: 2.440 -2.444 -2.876  -0.2045
H: 2.257 -2.150 0.401  0.5572
H: 3.851 -4.097 0.266  0.4713
H: 4.524 -4.935 -1.986  0.4520
H: 3.577 -3.821 -4.017  0.4581
H: 1.973 -1.897 -3.680  0.4836
F: 5.187 1.418 -5.083  -0.2850
C: 4.758 1.271 -3.843  0.5484
C: 5.613 0.807 -2.853  0.2685
F: 6.864 0.508 -3.154  -0.2659
C: 5.151 0.647 -1.551  0.2886
F: 5.999 0.186 -0.638  -0.3329
C: 3.842 0.938 -1.208  0.1356
Se: 3.152 0.634 0.574  -0.2314
C: 3.028 1.392 -2.223  -0.0259
F: 1.713 1.703 -1.931  -0.0387
C: 3.439 1.571 -3.525  -0.2454
F: 2.598 2.012 -4.452  -0.2980
N: 0.027 -0.766 1.299  -0.9761
C: -0.452 -1.430 2.134  0.9841
N: -0.982 -2.167 3.052  -0.0711
C: -0.196 -3.141 3.840  -0.5440
C: -0.323 -2.792 5.313  -0.5621
O: -1.684 -2.731 5.689  -0.3586
C: -2.364 -1.705 5.001  -0.6266
C: -2.374 -1.982 3.508  0.2375
H: 0.838 -3.109 3.502  0.3880
H: -0.608 -4.133 3.642  0.2935
H: 0.170 -1.834 5.520  0.3194
H: 0.144 -3.565 5.923  0.3665
H: -1.890 -0.735 5.203  0.3590
H: -3.383 -1.682 5.385  0.3850
H: -2.813 -1.163 2.942  -0.3447
H: -2.921 -2.901 3.288  0.2731

## Properties
charge: +2
E_HOMO (alpha / beta): -12.28 / -11.89 eV
HOMO-LUMO gap (alpha / beta): 6.784 / 6.559 eV
E: -5466.82699 a.u.
multiplicity: 2